1.
{"formula": "C2H9N2O", "method": "wB97M-V/def2-TZVPD", "homo_lumo_gap_ev": [11.36, 6.78], "homo_energy_ev": [-21.43, -21.41], "relative_energy_ev": 1.5318, "spin_multiplicity": 2, "fmax_ha_per_bohr": 0.0409, "s_squared": 0.78, "total_charge": 2, "elements": ["C", "N", "C", "N", "H", "H", "H", "H", "H", "H", "H", "H", "H", "O"], "coordinates": [[-1.933465, 0.624446, 0.576704], [0.940401, -1.413820, 0.057752], [-0.228608, -1.042185, 0.458079], [-0.789976, 0.087022, -0.028045], [-2.581339, -0.125991, 1.041556], [-2.626809, 1.187736, -0.063208], [-1.674577, 1.340097, 1.402321], [1.571772, -0.875516, -0.557011], [1.419531, -2.241814, 0.429267], [-0.756617, -1.587596, 1.225032], [-0.205380, 0.743368, -0.598544], [2.095540, 1.593406, -1.574407], [1.663467, 1.925605, -0.202089], [1.602402, 1.186171, -0.834154]], "forces_ev_per_a": [[-1.993, -0.386, 0.556], [0.754, -0.221, 0.068], [0.789, -0.469, -0.201], [0.014, 1.385, 0.448], [0.470, -0.262, 0.164], [0.701, 0.331, -0.497], [0.306, 0.026, -0.254], [-0.545, 0.485, -0.154], [-0.484, -0.160, 0.242], [-0.199, -0.340, 0.021], [0.308, -0.441, -0.434], [-0.254, -0.552, -0.184], [0.105, -0.319, 0.229], [0.028, 0.923, -0.004]], "lowdin_charge": [0.046, 0.360, 0.012, 0.173, 0.139, 0.159, 0.196, 0.164, 0.204, 0.194, 0.167, 0.120, 0.104, -0.038]}



2.
{"formula": "C2H9N2OS", "method": "wB97M-V/def2-TZVPD", "homo_lumo_gap_ev": 10.12, "homo_energy_ev": -13.82, "relative_energy_ev": 2.7928, "spin_multiplicity": 1, "fmax_ha_per_bohr": 0.0768, "smiles": "CON(S)C[NH3+]", "total_charge": 1, "elements": ["C", "O", "N", "S", "C", "N", "H", "H", "H", "H", "H", "H", "H", "H", "H"], "coordinates": [[-1.300913, 0.739860, 1.499240], [-1.105393, 0.474534, 0.087259], [0.440208, 0.776575, -0.110655], [0.750207, 1.699097, -1.450285], [1.016241, -0.473401, -0.094800], [0.475814, -1.274020, -1.338013], [-2.348774, 0.630344, 1.764828], [-1.115851, 1.806049, 1.767166], [-0.485205, 0.158635, 1.895931], [0.912594, 3.000738, -0.822930], [2.077497, -0.561950, -0.075900], [0.595704, -1.022264, 0.804177], [0.909922, -0.895419, -2.227787], [0.684181, -2.200428, -1.516425], [-0.501756, -1.086925, -1.483854]], "forces_ev_per_a": [[0.732, 1.565, -0.777], [1.934, 1.161, -0.370], [-2.295, 0.353, 0.777], [0.216, 2.612, 0.076], [-1.827, -2.645, 1.311], [1.275, 3.057, -2.153], [0.151, -1.093, -0.019], [0.195, -0.542, -0.564], [-0.641, -0.425, 1.589], [-0.227, -2.022, -0.799], [0.774, 0.430, -0.292], [0.634, 0.371, -1.165], [-0.323, 0.291, 1.152], [0.355, -3.058, 0.738], [-0.952, -0.056, 0.495]], "lowdin_charge": [-0.061, -0.216, -0.538, 0.853, -0.217, 0.213, 0.103, 0.102, 0.065, -0.024, 0.134, 0.153, 0.162, 0.129, 0.142]}